Record 1
DFT (wB97M-V/def2-TZVPD) results for C50H58BaCl3N8O3S2Sb2 as an isolated structure at a distorted geometry.

Structure (XYZ):
```
127
Properties=species:S:1:pos:R:3:forces:R:3
Ba 0.6479 0.2533 0.2975 2.4 -2.7 3.6
N 1.6956 2.4022 2.3533 -0.5 -0.2 -0.1
C 0.8510 3.2258 3.0983 0.2 0.0 -0.2
C 0.9963 4.5878 3.1678 0.0 0.2 -0.1
C 0.1190 5.3709 3.9544 0.1 0.1 -0.1
C -0.8730 4.7923 4.6928 -0.1 0.0 0.1
C -1.0544 3.3871 4.6282 -0.1 0.0 0.0
C -2.0443 2.6949 5.3710 0.0 0.2 0.1
C -2.1618 1.3448 5.2476 -0.1 -0.3 0.1
C -1.3174 0.6660 4.3374 -0.1 0.0 -0.1
N -0.3940 1.2624 3.6206 -0.1 0.1 0.2
C -0.2288 2.6100 3.7915 0.0 -0.3 0.1
H 2.5252 2.8321 1.9876 0.2 0.1 0.0
H 1.8350 1.4789 2.7416 0.2 0.1 0.2
H 1.8025 5.0671 2.6145 -0.1 -0.1 0.1
H 0.2612 6.4486 3.9887 0.0 -0.2 0.0
H -1.5200 5.3890 5.3329 0.1 -0.1 -0.1
H -2.6877 3.2529 6.0487 0.1 -0.1 -0.1
H -2.8933 0.7824 5.8247 0.2 0.1 -0.1
H -1.4169 -0.4100 4.2010 0.0 0.2 0.0
C -2.9046 -4.8259 -0.4370 -0.2 0.0 0.3
Sb -1.9915 -2.9035 -0.6717 0.1 -0.1 -0.3
C -0.7584 -3.5860 -2.2997 0.1 -0.1 0.0
C -3.4493 -2.1501 -2.0960 -0.2 0.3 0.3
C -4.6949 -1.5270 -1.5124 0.1 -0.1 -0.1
C -5.8181 -2.3350 -1.2967 0.1 0.0 -0.1
C -7.0104 -1.8197 -0.8093 0.0 0.0 0.0
C -7.1056 -0.4584 -0.5470 0.1 0.0 0.0
C -5.9974 0.3529 -0.7464 0.1 0.0 0.0
C -4.7730 -0.1562 -1.2013 0.2 0.1 0.0
C -3.5791 0.7663 -1.3076 -0.2 -0.3 0.1
Sb -2.3165 0.7766 0.4833 -2.8 0.4 0.2
C -2.2646 2.9229 0.6529 0.1 0.1 -0.1
C -3.8882 0.4463 1.9013 -0.2 -0.1 0.0
H -3.7599 -4.7613 0.2442 0.2 -0.1 -0.1
H -2.1757 -5.5291 -0.0210 -0.1 0.1 -0.1
H -3.2388 -5.1789 -1.4146 0.0 0.0 0.1
H -1.3259 -4.3111 -2.8920 0.1 0.1 0.1
H 0.1631 -4.0494 -1.9298 -0.2 0.1 -0.1
H -0.5013 -2.7297 -2.9263 0.0 -0.1 0.0
H -3.7032 -3.0198 -2.7003 0.0 0.0 0.0
H -2.8947 -1.4520 -2.7290 -0.1 0.0 0.0
H -5.7534 -3.3931 -1.5433 0.0 0.1 0.0
H -7.8652 -2.4712 -0.6563 0.1 0.1 0.0
H -8.0386 -0.0298 -0.1928 0.1 0.0 0.0
H -6.0750 1.4193 -0.5484 0.0 -0.1 0.0
H -3.8997 1.8044 -1.4222 0.0 -0.1 0.0
H -2.9021 0.5276 -2.1299 -0.1 0.0 0.0
H -3.2460 3.2737 0.9738 0.0 0.0 0.0
H -2.0323 3.3577 -0.3239 0.0 -0.1 0.1
H -1.5130 3.2487 1.3758 -0.1 0.0 0.0
H -4.8640 0.6708 1.4550 0.3 -0.1 0.1
H -3.7314 1.0954 2.7631 0.0 -0.1 0.0
H -3.8853 -0.6007 2.2272 0.0 0.2 0.0
C 4.5597 1.6856 -0.0771 0.2 -0.2 0.2
C 4.5469 0.5119 0.8572 0.0 -0.1 0.0
N 3.4843 -0.1583 1.2492 0.0 -0.2 0.4
C 3.9448 -1.1714 2.0926 0.0 0.2 -0.3
C 5.2982 -1.1049 2.1973 0.1 0.2 -0.1
N 5.6659 -0.0319 1.4045 -0.1 -0.1 0.1
H 3.5524 1.8914 -0.4280 -0.1 0.0 0.0
H 5.1905 1.4847 -0.9481 -0.1 0.0 0.1
H 4.9497 2.5839 0.4118 0.0 -0.1 0.0
H 3.2720 -1.8772 2.5569 0.0 0.1 0.0
H 6.0152 -1.7089 2.7405 -0.2 0.2 -0.2
H 6.6016 0.2948 1.2599 0.2 0.1 0.0
Cl 3.6690 3.9572 -3.6366 0.0 -0.1 0.0
C 3.5571 2.3310 -4.2346 0.0 0.0 0.0
C 2.4240 1.9232 -4.9187 -0.2 0.1 -0.1
C 2.3446 0.6138 -5.3580 -0.2 0.0 0.0
C 3.3663 -0.3093 -5.1426 0.0 0.1 0.0
C 3.1620 -1.7492 -5.5776 -0.4 0.1 0.0
C 1.9900 -2.3582 -4.7849 0.3 0.3 0.4
N 2.1971 -2.1622 -3.3514 0.1 -0.1 0.0
C 3.0634 -2.8664 -2.5308 -0.1 0.1 -0.2
C 2.9652 -2.2891 -1.3011 -0.3 0.3 -0.1
N 2.0577 -1.2353 -1.3503 0.5 -0.8 -0.8
C 1.6303 -1.1927 -2.5993 0.1 -0.2 0.0
O 3.0234 -1.8513 -6.9853 -0.3 0.0 -0.2
C 1.8100 -2.3294 -7.5781 0.0 0.1 0.3
C 0.6747 -1.3412 -7.5855 -0.1 -0.3 0.2
C 0.7079 -0.1532 -8.2443 0.0 0.1 -0.1
Cl 2.0017 0.4571 -9.1789 0.0 0.0 0.0
S -0.7151 0.7701 -8.0197 -0.1 0.2 -0.1
C -1.4154 -0.4505 -7.0492 -0.2 0.0 0.2
C -0.5749 -1.5101 -6.9027 0.0 -0.2 0.1
C 4.4997 0.1449 -4.4680 -0.1 0.0 0.0
Cl 5.8603 -0.8946 -4.1309 -0.2 0.0 -0.1
C 4.6028 1.4557 -4.0177 0.2 0.0 0.1
H 1.6129 2.6212 -5.1077 0.1 -0.1 0.0
H 1.4453 0.2933 -5.8836 0.2 0.1 0.1
H 4.0467 -2.3085 -5.3283 0.5 -0.3 0.2
H 1.8828 -3.4198 -4.9774 0.0 -0.2 0.0
H 1.0627 -1.8625 -5.0560 -0.1 0.0 0.1
H 3.6601 -3.6960 -2.8934 -0.2 0.2 0.1
H 3.4843 -2.5497 -0.3883 -0.1 0.1 -0.1
H 0.9078 -0.4783 -2.9932 0.2 -0.2 0.1
H 1.4788 -3.2587 -7.1129 0.0 -0.1 0.0
H 2.0901 -2.5655 -8.5974 0.1 0.0 -0.2
H -2.4184 -0.3228 -6.6495 0.3 -0.1 -0.1
H -0.8371 -2.4101 -6.3425 0.1 0.3 -0.2
H 5.5025 1.7883 -3.5098 -0.1 -0.1 -0.1
C 0.0168 3.3528 -2.4005 0.1 0.0 -0.1
C 0.3418 2.1529 -1.5536 0.1 0.3 -0.4
O 1.2741 2.2499 -0.6928 -0.2 1.5 -1.5
O -0.3281 1.0685 -1.7060 0.0 1.2 -1.2
H 0.8804 3.5631 -3.0439 -0.2 0.0 0.2
H -0.1226 4.2249 -1.7566 0.0 -0.1 -0.1
H -0.8689 3.1771 -3.0089 0.0 0.0 0.0
N 2.6322 0.1405 5.1042 0.0 -0.1 -0.2
C 1.5465 -0.6402 5.3825 0.2 -0.1 0.0
S 1.0746 -1.8246 4.2958 -0.1 0.0 0.3
N 0.9924 -0.2982 6.5639 -0.7 -0.5 0.1
C -0.1395 -0.7478 7.3196 0.2 0.1 -0.2
C -0.4686 0.0727 8.3967 0.0 0.2 0.1
C -1.5512 -0.2186 9.2081 0.0 0.0 0.1
C -2.3273 -1.3446 8.9597 0.0 0.0 0.0
C -1.9885 -2.1721 7.8995 0.0 -0.1 -0.1
C -0.8979 -1.8899 7.0768 0.1 0.1 0.0
H 3.2212 -0.2102 4.3709 0.2 0.0 -0.2
H 3.1008 0.6351 5.8461 0.0 0.0 0.0
H 1.4227 0.4982 6.9930 0.1 0.3 0.2
H 0.1288 0.9610 8.5955 -0.1 -0.1 0.0
H -1.7900 0.4390 10.0379 0.0 -0.1 -0.1
H -3.1761 -1.5784 9.5945 0.1 0.0 -0.1
H -2.5757 -3.0675 7.7019 0.1 0.2 0.0
H -0.6475 -2.5478 6.2636 0.1 0.0 -0.1
```
Forces are in eV/Å.

Calculated values
Charge: +1
Frontier orbital gap: 8.1925 eV
HOMO: -9.9052 eV

Atom charges from the Mulliken analysis, given in e for atoms 1 to 99:
1 Ba 0.532
2 N 0.320
3 C 0.300
4 C -0.525
5 C -0.903
6 C -1.002
7 C 0.437
8 C -0.787
9 C -0.816
10 C -0.758
11 N 0.781
12 C 0.379
13 H 0.022
14 H -0.062
15 H 0.465
16 H 0.382
17 H 0.446
18 H 0.486
19 H 0.534
20 H 0.518
21 C -1.276
22 Sb 0.518
23 C -1.202
24 C -1.663
25 C 0.601
26 C -0.591
27 C -0.745
28 C -0.595
29 C -0.711
30 C 0.651
31 C -1.334
32 Sb 0.775
33 C -1.159
34 C -1.447
35 H 0.360
36 H 0.356
37 H 0.393
38 H 0.606
39 H 0.345
40 H 0.003
41 H 0.868
42 H 0.520
43 H 0.411
44 H 0.401
45 H 0.404
46 H 0.413
47 H 0.851
48 H 0.173
49 H 0.552
50 H 0.427
51 H 0.088
52 H 0.500
53 H 0.365
54 H 0.382
55 C -0.927
56 C 0.201
57 N 0.787
58 C -1.180
59 C -0.661
60 N -0.039
61 H -0.221
62 H 0.433
63 H 0.436
64 H 0.732
65 H 0.458
66 H 0.198
67 Cl -0.194
68 C 0.387
69 C -1.138
70 C 0.517
71 C -0.279
72 C -0.391
73 C -1.314
74 N 0.839
75 C -0.978
76 C -1.139
77 N 0.941
78 C -0.874
79 O -0.436
80 C -1.079
81 C 0.000
82 C 0.986
83 Cl -0.167
84 S -0.190
85 C -0.592
86 C -0.337
87 C 0.880
88 Cl -0.247
89 C -0.916
90 H 0.603
91 H -0.171
92 H 0.683
93 H 0.756
94 H 0.141
95 H 0.547
96 H 0.524
97 H 0.492
98 H 0.274
99 H 0.543

***

Record 2
DFT (wB97M-V/def2-TZVPD) results for FH4InO2P as an isolated structure at a distorted geometry.

Structure (XYZ):
```
9
Properties=species:S:1:pos:R:3:forces:R:3
O -1.1189 1.1295 1.5997 -0.5 -0.5 0.0
P -0.3549 -0.2610 1.1056 0.9 -0.2 0.9
O -1.6238 -1.2591 0.5874 -0.2 0.6 -0.2
In 1.2517 0.1801 -0.8224 0.0 -0.2 -0.5
F 0.8169 1.8553 -1.9228 0.0 -0.1 0.1
H -1.7960 1.4158 0.9819 0.1 0.3 -0.3
H -1.2156 -2.1254 0.5155 -0.1 -0.2 0.0
H 1.1703 -1.2223 -1.9255 -0.1 0.1 0.0
H 2.8703 0.2872 -0.1193 -0.1 0.2 0.0
```
Forces are in eV/Å.

Calculated values
Charge: -1
Frontier orbital gap: 6.7229 eV
HOMO: -3.1677 eV

In elementary charge units, the Mulliken charges are:
1 O -0.479
2 P 0.049
3 O -0.500
4 In 0.627
5 F -0.692
6 H 0.296
7 H 0.299
8 H -0.308
9 H -0.291

***

Record 3
DFT (wB97M-V/def2-TZVPD) results for a 2-piece molecular cluster, C2BrO4 overall at a distorted geometry.

Structure (XYZ):
```
7
Properties=species:S:1:pos:R:3:forces:R:3
C 0.7062 -0.4772 -0.5762 0.2 -0.9 1.5
C -0.2201 1.8380 0.6676 -0.2 0.9 1.6
O -0.1849 -1.2574 -0.7130 -1.7 0.6 -1.0
O 0.3334 1.5608 1.6498 0.5 -0.4 1.8
O -0.9973 2.4777 0.0830 -0.7 0.1 -1.9
O 0.9901 0.6856 -0.3542 -0.4 0.9 -2.1
Br 2.3180 -1.5559 -0.0925 2.3 -1.2 0.2
```
Forces are in eV/Å.

Calculated values
Charge: -1
Frontier orbital gap: 8.8292 eV
HOMO: -5.1778 eV

In elementary charge units, the Mulliken charges are:
1 C 0.665
2 C 0.710
3 O -0.519
4 O -0.411
5 O -0.470
6 O -0.527
7 Br -0.448

***

no.,LUMO (eV)
1,-1.713
2,3.555
3,3.651